(1)
{
  "formula": "C33H41OPRuS",
  "method": "ωB97M-V/def2-TZVPD",
  "e_lumo_ev": [-13.374, -14.931],
  "spin_multiplicity": 5,
  "charge": 4,
  "total_energy_ev": -59596.105,
  "species": ["Ru", "C", "C", "C", "C", "C", "C", "C", "H", "H", "H", "H", "H", "H", "H", "H", "C", "C", "C", "C", "P", "C", "C", "C", "C", "C", "C", "C", "C", "C", "C", "H", "H", "H", "H", "H", "H", "H", "H", "H", "H", "H", "H", "H", "H", "H", "H", "H", "H", "H", "H", "H", "H", "H", "O", "S", "C", "C", "C", "C", "C", "C", "C", "C", "C", "C", "C", "C", "H", "H", "H", "H", "H", "H", "H", "H", "H", "H"],
  "positions_angstrom": [[0.08766, 0.07186, -0.49931], [0.61011, -0.07981, 3.42622], [-0.29709, 0.03033, 2.23950], [-0.76784, -1.11131, 1.58132], [-1.68728, -1.01216, 0.51660], [-2.17571, 0.25834, 0.12228], [-1.71620, 1.40660, 0.78975], [-0.75270, 1.28973, 1.78889], [1.63315, -0.30567, 3.11300], [0.28477, -0.89326, 4.07510], [0.62627, 0.84182, 4.00399], [-0.47721, -2.09532, 1.93173], [-2.11919, -1.90863, 0.09146], [-2.98868, 0.32269, -0.58715], [-2.12933, 2.37575, 0.53580], [-0.40534, 2.18301, 2.29528], [-0.85015, 0.48070, -5.28556], [-1.61890, 0.06190, -4.02632], [-2.49066, -1.17123, -4.25052], [-2.43964, 1.22140, -3.47441], [-0.19398, -0.39306, -2.81293], [0.94882, 0.99278, -2.74501], [0.47024, 2.06387, -1.95938], [1.20202, 3.24332, -1.82646], [2.38806, 3.36821, -2.52755], [2.87338, 2.31029, -3.30843], [2.18981, 1.11442, -3.38926], [0.60493, -2.05584, -2.98504], [1.71865, -2.09531, -1.92577], [-0.44627, -3.12264, -2.62515], [1.17785, -2.31648, -4.38305], [-1.59486, 0.56322, -6.08293], [-0.11814, -0.25233, -5.62217], [-0.37290, 1.45346, -5.17658], [-3.33615, -0.85166, -4.86436], [-2.90368, -1.57989, -3.32806], [-1.97565, -1.95189, -4.80667], [-3.17303, 1.49017, -4.23848], [-1.84767, 2.11772, -3.29485], [-3.00226, 0.94523, -2.58372], [-0.56994, 2.06115, -1.62120], [0.81058, 4.07101, -1.24929], [2.93275, 4.30321, -2.49628], [3.78824, 2.43774, -3.87417], [2.57841, 0.31555, -4.00469], [1.31526, -2.03158, -0.89876], [2.47790, -1.32375, -2.05711], [2.20780, -3.07063, -1.97524], [-1.03625, -2.86181, -1.74327], [0.08250, -4.05058, -2.40036], [-1.12848, -3.33050, -3.44327], [1.97763, -1.63110, -4.65717], [0.41226, -2.30035, -5.15636], [1.59885, -3.32484, -4.37903], [2.28953, 0.27390, 0.21299], [3.42348, 1.06132, 0.84035], [4.45280, -0.05920, 1.71707], [5.59256, 0.54120, 2.38185], [6.46065, -0.24871, 3.07815], [6.19225, -1.62237, 3.17758], [5.05410, -2.21169, 2.50881], [4.17151, -1.42511, 1.81398], [4.63312, 1.59839, -0.30751], [4.90051, 2.96711, -0.30417], [5.91203, 3.43962, -1.12913], [6.62368, 2.55691, -1.93548], [6.34072, 1.18825, -1.92832], [5.35005, 0.69319, -1.10104], [5.74665, 1.61238, 2.32430], [7.32330, 0.17646, 3.57372], [6.82681, -2.25445, 3.78840], [4.91675, -3.28452, 2.56465], [3.30592, -1.84064, 1.31697], [4.35733, 3.64193, 0.34673], [6.15714, 4.49404, -1.12884], [7.41970, 2.93255, -2.56559], [6.92011, 0.51210, -2.54299], [5.14169, -0.37049, -1.07086]],
  "forces_ev_per_angstrom": [[0.558, 0.690, 0.168], [0.028, 0.009, -0.099], [0.063, 0.041, 0.150], [-0.114, -0.156, -0.090], [-0.074, -0.112, -0.021], [-0.215, -0.108, 0.151], [-0.122, -0.054, -0.084], [0.051, 0.071, 0.022], [-0.019, -0.021, -0.018], [-0.008, 0.002, 0.010], [-0.017, 0.004, 0.000], [0.073, 0.000, -0.058], [0.037, -0.006, -0.035], [0.075, 0.008, -0.067], [0.074, 0.029, -0.024], [0.018, 0.009, -0.029], [-0.166, 0.005, -0.140], [0.249, -0.119, 0.592], [-0.065, 0.089, -0.146], [-0.030, 0.011, -0.124], [-0.320, -0.013, -0.368], [-0.052, -0.181, 0.077], [-0.130, 0.158, -0.031], [0.028, -0.062, -0.030], [0.045, -0.023, -0.024], [0.032, 0.053, 0.036], [0.037, -0.048, 0.076], [0.013, 0.018, 0.073], [0.025, 0.009, -0.021], [0.020, -0.066, -0.048], [-0.029, -0.115, 0.013], [0.022, 0.023, -0.002], [0.014, -0.006, 0.005], [0.017, -0.004, 0.023], [0.009, -0.019, -0.008], [0.013, -0.004, 0.009], [0.003, -0.007, 0.024], [0.002, -0.016, 0.000], [-0.011, 0.008, 0.000], [-0.002, 0.022, -0.025], [0.003, 0.019, 0.047], [-0.008, -0.002, -0.012], [0.013, -0.007, -0.007], [-0.010, 0.011, 0.022], [0.007, -0.024, 0.014], [-0.023, 0.009, -0.002], [-0.011, -0.016, 0.005], [-0.005, -0.002, -0.030], [0.036, 0.000, 0.019], [-0.008, -0.001, -0.015], [0.004, 0.006, 0.002], [0.000, 0.030, -0.016], [-0.009, 0.001, 0.008], [0.012, 0.009, -0.002], [0.006, -0.324, -0.132], [-0.414, 0.344, 0.337], [0.225, -0.174, 0.242], [-0.243, -0.087, -0.183], [0.016, -0.193, 0.097], [-0.230, 0.000, -0.128], [0.293, 0.046, 0.235], [0.057, 0.192, -0.082], [0.155, 0.027, -0.255], [0.077, -0.077, -0.063], [0.032, 0.042, -0.005], [-0.040, -0.052, 0.024], [0.009, 0.067, 0.032], [-0.036, 0.066, -0.004], [-0.019, -0.001, -0.031], [-0.011, -0.003, 0.028], [0.031, -0.039, -0.063], [-0.001, 0.005, 0.044], [0.016, -0.010, -0.026], [-0.030, -0.002, -0.021], [-0.002, -0.011, -0.017], [0.004, 0.005, -0.002], [-0.008, 0.009, -0.020], [-0.019, 0.014, 0.024]]
}

(2)
{
  "formula": "C7H10O",
  "method": "ωB97M-V/def2-TZVPD",
  "e_lumo_ev": 1.100,
  "total_energy_ev": -9465.206,
  "species": ["C", "C", "C", "C", "C", "C", "C", "O", "H", "H", "H", "H", "H", "H", "H", "H", "H", "H"],
  "positions_angstrom": [[-1.70223, 1.32941, 0.01678], [-0.41438, 0.80237, -0.33319], [0.99315, 1.37459, 0.05244], [1.89198, 0.08357, -0.02286], [0.96358, -1.09595, 0.21161], [-0.44129, -0.63505, -0.45127], [-1.83487, -1.09053, 0.07052], [-2.62465, 0.25640, 0.03136], [-2.28248, 2.32271, 0.29750], [1.35398, 2.25223, -0.59603], [0.84781, 1.91213, 1.05202], [2.45008, 0.04090, -0.97853], [2.79427, 0.16240, 0.54872], [0.98608, -1.46212, 1.31466], [1.53179, -1.99901, -0.39689], [-0.31348, -1.08013, -1.50568], [-2.56416, -1.65357, -0.48990], [-1.63518, -1.52035, 1.17874]],
  "forces_ev_per_angstrom": [[1.283, -2.416, -0.586], [-2.441, 4.886, 2.170], [-0.738, 1.338, -0.583], [0.023, 1.845, -0.528], [1.254, -2.875, -0.324], [1.039, -3.784, -1.403], [0.507, 2.360, 2.399], [1.252, -0.463, 0.728], [2.030, -2.067, -0.779], [-0.430, -1.537, 0.485], [0.623, -1.284, -0.940], [-1.198, -0.041, -0.327], [0.087, -0.187, 1.477], [-0.579, 0.892, -1.729], [-1.981, 1.817, 1.494], [-0.293, 1.145, 0.963], [0.701, -0.812, -0.331], [-1.140, 1.183, -2.185]]
}

(3)
{
  "formula": "C4H14O2S",
  "method": "ωB97M-V/def2-TZVPD",
  "e_lumo_ev": 0.627,
  "total_energy_ev": -19304.789,
  "species": ["C", "C", "C", "S", "C", "H", "H", "H", "H", "H", "H", "H", "H", "H", "H", "O", "H", "H", "O", "H", "H"],
  "positions_angstrom": [[-1.99617, -1.15971, -1.65130], [-1.24294, 0.14604, -1.39345], [-0.44483, 0.13882, -0.10035], [1.07424, -0.79130, -0.44873], [2.09864, -0.74803, 1.10203], [-1.53409, -1.86262, -2.34372], [-2.02999, -1.76356, -0.73495], [-3.04822, -0.98345, -1.88457], [-1.89490, 1.01707, -1.34983], [-0.61146, 0.29923, -2.27283], [-0.92952, -0.36687, 0.74117], [-0.28921, 1.15601, 0.27667], [3.01350, -1.21830, 0.78336], [2.09971, 0.27144, 1.48288], [1.43171, -1.26049, 1.79106], [2.56555, 2.08485, -1.33852], [2.84880, 2.31912, -2.23944], [1.89386, 1.40882, -1.39638], [-1.02141, 0.76591, 3.45190], [-0.23370, 0.28192, 3.67981], [-1.74958, 0.26513, 3.84519]],
  "forces_ev_per_angstrom": [[-0.571, -0.620, 1.048], [-0.175, -0.255, -0.281], [0.509, -0.040, 0.694], [0.652, 0.309, -0.168], [-2.686, 0.578, -0.747], [-0.013, 0.460, -0.417], [-0.030, 0.233, 0.105], [0.167, -0.066, -0.422], [-0.318, -0.158, -0.077], [0.306, 0.332, 0.272], [-0.418, -0.027, -0.355], [0.486, -0.080, -0.307], [0.344, 0.000, 0.605], [0.868, 0.120, -0.340], [0.771, -0.733, 0.359], [0.691, 0.881, -0.276], [-0.366, -0.328, 0.545], [-0.231, -0.589, -0.229], [-0.636, 0.098, -0.082], [0.428, -0.261, 0.173], [0.223, 0.147, -0.099]]
}

(4)
{
  "formula": "C35H28FN6NiO3",
  "method": "ωB97M-V/def2-TZVPD",
  "e_lumo_ev": [2.058, 2.058],
  "spin_multiplicity": 3,
  "charge": -1,
  "total_energy_ev": -95595.550,
  "species": ["Ni", "O", "C", "N", "C", "C", "C", "C", "C", "C", "N", "C", "O", "C", "C", "C", "C", "C", "N", "C", "C", "C", "C", "C", "N", "H", "H", "H", "H", "H", "H", "H", "H", "H", "H", "H", "H", "C", "N", "N", "C", "O", "C", "C", "C", "C", "C", "C", "C", "C", "C", "H", "H", "H", "H", "H", "H", "H", "H", "H", "H", "H", "H", "F", "C", "C", "C", "C", "C", "C", "H", "H", "H", "H"],
  "positions_angstrom": [[1.51065, 0.06029, 0.34304], [5.07815, 0.78250, -1.64698], [3.94312, 0.55939, -1.22118], [3.34688, 0.92730, -0.08819], [3.54283, 2.22273, 0.38954], [4.73177, 2.93456, 0.33461], [4.77114, 4.27110, 0.72495], [3.62299, 4.89835, 1.17111], [2.42163, 4.19739, 1.23865], [2.36999, 2.86000, 0.86731], [1.26382, 2.02342, 0.99346], [0.32007, 2.25666, 1.89761], [-0.19497, 3.31610, 2.27842], [-0.06066, 0.98503, 2.65525], [-1.04949, 1.00404, 3.63016], [-1.22035, -0.11818, 4.42043], [-0.39227, -1.21543, 4.22490], [0.55483, -1.15695, 3.21491], [0.71088, -0.08637, 2.44602], [2.95658, -0.07832, -2.20558], [3.39933, -0.55944, -3.43267], [2.46446, -0.89329, -4.39349], [1.11550, -0.70886, -4.11451], [0.76218, -0.23903, -2.86186], [1.65576, 0.05118, -1.92168], [5.61587, 2.43273, -0.02960], [5.70567, 4.81640, 0.66640], [3.64831, 5.93911, 1.47014], [1.51554, 4.67517, 1.58027], [-1.63503, 1.90420, 3.75251], [-1.98321, -0.13604, 5.18921], [-0.47687, -2.10454, 4.83312], [1.20169, -1.99558, 2.98965], [4.46460, -0.62516, -3.59719], [2.78096, -1.26878, -5.35880], [0.34911, -0.91956, -4.84887], [-0.27294, -0.08261, -2.60202], [-4.66314, -0.37170, -2.31658], [-3.82928, -0.99247, -1.29124], [-2.92236, -0.08800, -0.70621], [-1.68087, -0.69487, -0.53985], [-0.78466, -0.18055, 0.11029], [-1.78673, -1.97017, -1.22371], [-3.05472, -2.09114, -1.66712], [-3.66329, -3.19303, -2.46395], [-3.38296, 0.93404, 0.15496], [-2.55147, 2.02536, 0.38549], [-2.95945, 3.01291, 1.26489], [-4.20169, 2.93356, 1.88169], [-5.03046, 1.85106, 1.62897], [-4.62195, 0.83817, 0.77456], [-5.19929, 0.46445, -1.87277], [-5.39087, -1.09945, -2.66675], [-4.05889, -0.00917, -3.15534], [-0.98494, -2.68137, -1.29100], [-2.93474, -3.98954, -2.59616], [-3.97213, -2.84833, -3.45218], [-4.54018, -3.60106, -1.95994], [-1.58239, 2.08341, -0.08788], [-2.28282, 3.83055, 1.47040], [-4.51797, 3.71117, 2.56447], [-5.99479, 1.77774, 2.11476], [-5.24442, -0.02953, 0.60538], [2.47462, -6.14284, -0.04019], [2.27615, -4.79055, 0.04453], [1.07087, -4.31936, 0.51882], [0.89674, -2.93979, 0.59678], [1.86655, -2.00095, 0.21619], [3.06496, -2.56588, -0.24056], [3.28843, -3.93492, -0.33583], [0.30007, -5.01565, 0.82468], [-0.05531, -2.58784, 0.98852], [3.88611, -1.91930, -0.53641], [4.22875, -4.33445, -0.69075]],
  "forces_ev_per_angstrom": [[0.379, -0.135, -0.116], [0.122, 0.059, -0.019], [-0.201, -0.063, -0.041], [-0.121, -0.229, -0.215], [0.099, 0.012, -0.035], [0.123, 0.030, -0.009], [0.039, 0.040, -0.004], [0.023, 0.031, 0.013], [-0.020, 0.091, 0.026], [-0.071, 0.130, -0.038], [-0.240, -0.270, 0.170], [0.001, -0.170, 0.040], [0.152, 0.113, 0.106], [0.039, 0.012, 0.021], [0.057, -0.002, -0.060], [0.000, -0.032, 0.003], [-0.025, 0.025, -0.019], [-0.073, 0.006, -0.016], [-0.072, 0.141, 0.063], [-0.043, 0.126, -0.029], [-0.091, 0.008, 0.104], [-0.010, 0.003, -0.021], [0.027, -0.026, -0.004], [0.206, -0.124, -0.012], [0.117, 0.047, 0.067], [0.008, 0.016, 0.001], [0.019, 0.014, 0.015], [0.013, 0.041, 0.003], [0.013, 0.012, 0.004], [-0.008, -0.009, -0.007], [-0.004, -0.005, 0.021], [-0.016, -0.034, 0.035], [0.024, 0.006, 0.052], [0.024, -0.007, -0.017], [-0.015, -0.010, -0.017], [0.014, -0.012, -0.012], [-0.148, 0.010, 0.042], [0.018, 0.052, 0.029], [0.255, 0.027, 0.041], [-0.084, -0.206, -0.127], [-0.005, 0.060, 0.099], [0.015, -0.151, -0.207], [-0.215, 0.041, -0.039], [0.106, 0.081, 0.072], [0.015, 0.010, 0.020], [-0.058, 0.118, -0.005], [-0.082, -0.008, -0.007], [-0.134, 0.130, -0.022], [0.018, 0.003, -0.021], [-0.027, -0.010, 0.040], [-0.009, 0.003, 0.014], [0.012, 0.000, -0.008], [0.001, -0.021, -0.006], [-0.030, -0.001, 0.005], [0.083, -0.090, -0.027], [0.003, 0.008, 0.014], [0.006, 0.008, -0.014], [-0.021, 0.011, 0.005], [-0.007, 0.011, -0.013], [-0.025, -0.028, 0.025], [-0.006, 0.014, 0.010], [-0.029, 0.003, 0.014], [-0.015, -0.030, -0.015], [-0.004, 0.045, -0.007], [0.003, -0.041, 0.005], [0.117, -0.097, -0.051], [-0.031, 0.095, -0.042], [-0.164, 0.242, 0.088], [0.036, 0.102, 0.012], [-0.092, -0.146, 0.035], [-0.029, -0.046, 0.009], [-0.015, 0.003, -0.023], [0.002, 0.008, 0.025], [0.052, -0.047, -0.021]]
}

(5)
{
  "formula": "C3H7NO",
  "method": "ωB97M-V/def2-TZVPD",
  "e_lumo_ev": 0.941,
  "total_energy_ev": -6758.414,
  "species": ["C", "O", "C", "C", "N", "H", "H", "H", "H", "H", "H", "H"],
  "positions_angstrom": [[-1.24054, -1.05894, 1.06594], [-0.72061, 0.26203, 0.88968], [0.39707, 0.38365, 0.18276], [0.67733, 1.50997, -0.61481], [1.29923, -0.58104, -0.09375], [-1.19578, -1.62257, 0.12766], [-0.68046, -1.58933, 1.83704], [-2.27886, -0.92940, 1.37777], [1.33977, 0.35824, -1.10345], [1.68458, 1.90752, -0.48434], [-0.08693, 2.25868, -0.81300], [1.84633, -0.92630, 0.70033]],
  "forces_ev_per_angstrom": [[-0.041, -0.233, 0.154], [0.255, 0.087, 0.071], [0.053, 0.132, -0.260], [-0.233, 0.304, 0.046], [0.015, 0.083, 0.093], [0.075, 0.165, 0.160], [-0.093, -0.022, -0.046], [0.202, -0.024, -0.009], [0.428, 0.036, 0.035], [-0.224, 0.038, 0.132], [0.048, -0.186, -0.242], [-0.485, -0.380, -0.134]]
}